1.
{"formula": "C3H7N2O2", "method": "ωB97M-V/def2-TZVPD", "elements": ["O", "O", "N", "N", "C", "C", "C", "H", "H", "H", "H", "H", "H", "H"], "coordinates": [[-1.8113, 0.8894, -1.5629], [0.4284, 0.4868, 2.0075], [1.4403, -0.2193, 0.0112], [-0.8341, -0.5678, 0.3400], [-0.4847, 0.1505, -0.8583], [0.5433, -0.5501, 1.1560], [0.7837, 0.3625, -1.0261], [-1.8583, 0.7604, -2.5166], [2.2820, -0.5808, -0.1123], [-1.5832, 0.0688, 0.9036], [0.5652, -1.6198, 1.5188], [1.3427, 0.9361, -1.7966], [0.6382, 1.3804, 1.7940], [-1.4521, -1.4971, 0.1417]], "forces_ev_per_angstrom": [[3.70, -2.06, 3.13], [-0.78, -2.66, 2.10], [-3.36, 0.93, 2.75], [-4.42, 0.24, 0.61], [-6.42, 2.60, -3.65], [0.07, 0.48, -2.83], [1.05, 0.67, -0.85], [0.61, -0.47, -0.14], [4.47, -2.15, -0.23], [2.20, -1.68, -1.31], [0.74, 1.68, 0.49], [-0.78, -0.60, 0.61], [0.72, 0.81, -1.17], [2.22, 2.22, 0.49]], "lowdin_charge": [-0.03, 0.10, 0.08, 0.12, -0.17, -0.24, -0.04, 0.07, 0.09, 0.25, 0.20, 0.18, 0.13, 0.26], "largest_force_ha_per_bohr": 0.1523, "lumo_energy_ev": -3.53, "total_energy_ev": -10289.37000, "smiles": "OC1=CN[C@@H](O)[NH2+]1", "total_charge": 1, "gap_ha": 0.372, "spin_multiplicity": 1}

***

2.
{"formula": "C3H7N2O3", "method": "ωB97M-V/def2-TZVPD", "elements": ["O", "O", "O", "N", "N", "C", "C", "C", "H", "H", "H", "H", "H", "H", "H"], "coordinates": [[1.8094, -0.7092, 1.0149], [2.1309, 1.2423, -0.1359], [-0.2753, 1.3884, -1.0759], [-1.0676, -0.0751, 0.5764], [-1.1470, 0.2799, 1.9590], [-0.0329, 0.1911, -0.3319], [-0.0468, -1.0352, -1.3044], [1.4598, 0.2891, 0.2670], [-1.1008, -1.3078, -1.6212], [0.6194, 1.7927, -1.0077], [-0.2799, 0.4234, 2.3946], [0.5259, -1.7586, -0.7574], [-1.6989, 1.1803, 1.9499], [0.5702, -0.8719, -2.3533], [-1.4664, -1.0295, 0.4258]], "forces_ev_per_angstrom": [[-0.86, 2.24, -1.35], [0.19, 0.67, -0.09], [0.45, 0.10, 0.49], [-1.85, -2.15, 0.71], [-2.59, 1.40, -1.65], [1.09, 0.07, -1.49], [0.90, 1.09, -2.57], [-0.16, -2.95, 1.31], [1.17, 0.10, 0.60], [-0.20, 0.17, -0.16], [1.72, 0.08, 0.33], [-0.24, -1.04, 0.10], [1.14, -1.22, 0.40], [-1.51, 0.04, 2.73], [0.76, 1.40, 0.62]], "lowdin_charge": [-0.11, -0.04, -0.06, -0.10, 0.01, -0.55, -0.05, -0.63, 0.08, 0.06, 0.03, 0.05, 0.08, 0.13, 0.11], "largest_force_ha_per_bohr": 0.0656, "lumo_energy_ev": 4.23, "total_energy_ev": -12347.66588, "smiles": "C[C@@](O)(NN)C(=O)[O-]", "total_charge": -1, "gap_ha": 0.314, "spin_multiplicity": 1}

***

3.
{"formula": "C3H7N2O3", "method": "ωB97M-V/def2-TZVPD", "elements": ["O", "O", "O", "N", "N", "C", "C", "C", "H", "H", "H", "H", "H", "H", "H"], "coordinates": [[1.7665, 1.0329, 0.0518], [-3.5121, 0.1248, 0.0367], [4.7325, -0.9292, 0.0257], [3.8143, -0.0153, -0.3366], [-0.9222, 0.9255, -0.0361], [-2.5689, -0.8160, 0.1992], [-1.2816, -0.4816, 0.1656], [2.7735, 0.4317, -0.0010], [-1.2248, 1.4911, 0.7676], [0.1174, 1.0286, -0.1417], [-4.4059, -0.2354, 0.0665], [-2.8660, -1.8436, 0.3560], [5.4726, -0.8305, -0.5925], [-1.4149, 1.2983, -0.8596], [-0.4804, -1.1814, 0.2982]], "forces_ev_per_angstrom": [[-1.13, 0.53, 0.53], [0.04, 0.13, -0.01], [-0.07, -0.36, 0.52], [0.54, 0.05, -0.42], [-0.16, 0.19, -0.06], [0.31, 0.03, -0.02], [-0.45, -0.18, 0.07], [1.07, -0.42, -0.57], [0.13, -0.04, -0.20], [-0.50, -0.02, 0.03], [0.05, -0.05, 0.01], [-0.05, -0.03, -0.01], [-0.18, 0.20, -0.07], [0.25, -0.01, 0.20], [0.14, -0.01, 0.00]], "lowdin_charge": [0.11, 0.06, 0.06, 0.08, 0.19, -0.16, -0.08, -0.25, 0.18, 0.10, 0.13, 0.14, 0.14, 0.18, 0.12], "largest_force_ha_per_bohr": 0.0264, "lumo_energy_ev": -3.09, "total_energy_ev": -12337.62994, "total_charge": 1, "gap_ha": 0.390, "spin_multiplicity": 1}